# 1
Computed, not measured: a structure of composition C12H37FeO7 at a distorted geometry, with the ωB97M-V functional and the def2-TZVPD basis.

XYZ file:
```
57
Properties=species:S:1:pos:R:3:lowdin_charge:R:1
H -2.3654 -1.0557 -4.8279 0.081
C 2.2488 -1.6055 1.1331 -0.274
H 2.1554 2.6881 1.5363 0.108
O -1.4294 -1.6709 -0.3116 -0.173
H -0.3010 -0.1357 -4.1193 0.128
H -5.0089 -0.1822 2.2431 0.078
H -0.8712 -3.8820 1.0743 0.084
H 2.2863 4.3989 3.4125 0.075
H -1.6020 -2.5080 -4.2422 0.088
H -3.8167 1.8423 1.7509 0.121
H 4.6343 0.8496 -1.7931 0.067
C -1.9665 -1.5330 -3.9270 -0.059
C -4.3170 0.1755 3.0063 -0.065
H 1.3321 2.1320 3.0437 0.105
H -1.9494 1.0923 -3.2308 0.127
H 1.2903 -0.8874 -0.4059 0.030
H 1.4918 4.9753 1.9387 0.077
H -3.8395 -0.6453 3.5367 0.082
O -2.3002 0.4062 1.6357 -0.137
H 4.2817 2.3553 -2.6256 0.078
H -1.6875 0.0294 2.2774 0.122
C -1.9107 -3.8315 0.7372 -0.062
O 1.5112 -1.7930 -0.1145 -0.123
H -2.4893 -3.3568 1.5354 0.079
H 3.9562 -2.0369 -0.0109 0.086
O 2.2334 1.8275 -1.1796 -0.105
O 0.1051 2.7984 1.4563 -0.113
C 1.3050 2.8447 2.2091 -0.324
H 0.3931 0.3612 0.7223 -0.003
C 4.0628 1.2857 -2.6077 -0.077
H -2.3353 -4.8292 0.6560 0.090
C -3.2971 1.1324 2.3919 -0.244
H -0.2547 -1.1265 -2.6881 0.106
H -3.0527 -2.8176 -0.6781 0.119
H 1.7943 -0.7923 1.7131 0.102
C 3.7010 -1.3826 0.8199 -0.069
H 3.9384 -0.3358 0.6387 0.074
O -1.5809 0.4689 -2.5924 -0.125
Fe -1.9381 0.4313 -0.4638 1.057
H -4.9140 0.7749 3.6969 0.089
C 1.4182 4.2673 2.7637 -0.085
H 4.3366 -1.6953 1.6547 0.083
O -0.0021 0.5647 -0.1290 -0.352
H 2.3308 0.0798 -2.3233 0.098
H -0.5107 -1.7918 0.0122 0.070
C -1.9876 -2.9901 -0.5117 -0.255
H -2.8189 -1.6756 -3.2618 0.071
H 2.0900 -2.5229 1.7028 0.115
H 0.5577 4.5749 3.3604 0.072
H 4.3668 0.8617 -3.5650 0.076
H 1.3672 1.4755 -0.8764 0.023
C -0.9257 -0.5724 -3.3424 -0.245
H -2.8354 1.6851 3.2109 0.128
H 2.0062 1.6178 -3.2182 0.107
C 2.5552 1.1528 -2.3913 -0.328
H -1.5026 -3.4609 -1.3649 0.123
H 0.0606 1.9676 0.9325 0.002
```

The net charge is +1. The expectation value of S² is 6.0070. The lowest unoccupied orbital energy (alpha / beta) comes out at -4.09 / -4.50 eV. The HOMO-LUMO gap (alpha / beta) comes out at 8.035 / 7.621 eV. As for the spin multiplicity: 5. Its total energy is -2269.5137 Ha. The calculation puts the HOMO energy (alpha / beta) at -12.12 / -12.12 eV.



# 2
Computed, not measured: a structure of composition C12H37NO7 at a distorted geometry, with the ωB97M-V functional and the def2-TZVPD basis.

XYZ file:
```
57
Properties=species:S:1:pos:R:3:lowdin_charge:R:1
C 2.9696 -0.1327 -2.3153 -0.031
H 2.2499 1.7525 2.5672 0.075
H 3.6473 2.5622 1.9956 0.072
H -2.7624 -2.6165 -1.7492 -0.224
O 4.3254 0.6621 0.2819 -0.010
H 0.5999 -1.1380 -0.0103 0.104
H 0.3029 1.4744 1.2603 0.082
O -1.5579 -0.3479 -1.0558 -0.099
H 2.7621 -2.5454 -1.3154 0.082
O -3.0873 -2.7771 -2.6351 -0.053
C 0.8991 -0.4071 -0.7616 -0.098
H -0.5794 -2.3117 2.9685 0.107
H 2.8004 0.8919 -2.6464 0.063
H 0.5657 -0.9525 -1.6444 0.120
C 0.7105 1.7724 0.2943 -0.164
H 4.0006 -0.4368 -2.4962 0.080
C -1.7195 -1.5859 1.6039 -0.490
H -4.9173 1.6556 -0.3033 0.029
H -3.1289 -1.2960 3.2795 0.088
C 2.9758 -1.8253 -0.5256 -0.030
H -3.2177 -2.9551 2.4404 0.092
H -1.5704 0.5707 1.1028 0.043
H -3.9447 -2.3520 -2.6571 0.037
O -4.4530 0.8186 -0.3124 -0.054
H -3.6727 -1.5709 1.6059 0.079
H 0.2381 1.3739 -1.7287 0.141
H -2.0192 0.4862 -0.9679 -0.054
C 0.1220 0.9364 -0.7371 -0.229
O -2.5688 1.5991 -0.4271 0.069
C -2.9772 -1.8937 2.3807 -0.027
C 2.5773 2.4661 1.8111 -0.028
H -3.5517 1.0466 -0.5404 -0.226
C -1.1528 -0.1291 1.8267 0.019
H 3.7659 2.9174 -0.7347 0.091
H 2.3525 -0.6537 -3.0474 0.081
C 2.6824 2.9433 -0.6178 -0.049
H -0.9640 0.9048 -0.6501 0.006
C 2.2622 1.9030 0.3711 -0.461
H 2.1347 3.4489 1.9734 0.080
H -0.0834 -0.0282 1.6414 0.071
C 2.4378 -0.3459 -0.8683 -0.430
H -2.1850 2.3511 -0.8782 0.164
H -2.0363 -2.7038 0.0779 0.083
H -1.9809 -1.7349 0.5563 0.050
H 4.4910 -0.1029 0.8377 0.099
H -2.2471 -1.0100 -1.0030 0.041
H 0.2581 2.7291 0.0333 0.128
H -3.2035 -3.2945 -0.6840 0.154
H 2.3001 3.9421 -0.4075 0.088
H 2.2620 2.7061 -1.5951 0.068
H -1.8592 1.2583 0.1175 0.042
H -1.4921 0.2957 2.7714 0.102
O -2.6690 -2.5037 -0.6119 0.016
H 4.0606 -1.7232 -0.5547 0.062
N 2.9451 0.5755 0.1986 -0.111
O -0.7577 -2.4656 2.0379 -0.022
H 2.6601 -2.2037 0.4467 0.078
```

The lowest unoccupied orbital energy comes out at 0.17 eV. The HOMO-LUMO gap comes out at 8.347 eV. As for the spin multiplicity: 1. Its total energy is -1060.3615 Ha. The calculation puts the HOMO energy at -8.18 eV.



# 3
Computed, not measured: a cluster of 7 separate species, C12H38O7 in total at a distorted geometry, with the ωB97M-V functional and the def2-TZVPD basis.

XYZ file:
```
57
Properties=species:S:1:pos:R:3:lowdin_charge:R:1
H 13.2092 -0.2403 -19.7494 0.118
O 11.0478 -7.9972 -20.8946 -0.119
C 9.8796 -2.8014 -20.2224 -0.304
H 8.5282 -2.0887 -24.7341 0.107
H 9.2275 -7.1245 -21.2616 0.056
H 9.2786 -8.4655 -19.9531 0.100
H 10.7569 -0.3026 -24.2604 0.061
H 9.9343 -0.2299 -22.7180 0.084
H 16.2250 -5.0348 -20.4654 0.052
H 9.3645 -4.7113 -19.2756 0.072
H 8.2732 -1.8286 -23.0634 0.081
C 14.0524 -0.9457 -21.3443 -0.285
H 11.2731 -7.4384 -20.1656 0.073
O 12.3026 -6.3587 -22.7547 -0.106
H 12.4089 -1.9191 -22.3049 0.051
H 13.3427 -1.0728 -23.4554 0.082
O 13.2461 -3.7352 -19.7255 -0.100
H 8.9075 -2.2617 -20.2600 0.115
H 14.8495 -1.7287 -21.6684 0.139
O 13.6274 -1.0843 -19.9889 -0.083
H 6.9132 -3.8314 -24.0543 0.043
H 15.8978 -3.4187 -20.0480 0.095
C 6.8969 -5.6046 -23.3756 -0.281
C 9.7441 -0.4071 -23.8403 -0.067
H 13.6282 -2.8746 -19.8749 0.012
C 9.6444 -4.3636 -20.2573 -0.070
H 5.8448 -5.6548 -23.8566 0.145
H 15.5833 -4.8913 -18.9517 0.079
H 9.2778 -8.8335 -21.7300 0.090
H 10.4026 -2.4878 -21.1883 0.096
H 8.7746 -6.4862 -23.8006 0.022
H 14.1422 -4.1505 -21.5826 0.089
O 7.5464 -4.4648 -23.8737 -0.086
H 11.8591 -6.8437 -22.0899 -0.011
O 10.7080 -2.4677 -19.1579 -0.098
H 13.5915 -5.5566 -20.6484 0.121
H 9.1765 0.4640 -24.2321 0.071
H 11.9822 -4.4181 -22.7299 0.085
H 7.4820 -7.0604 -24.8788 0.110
H 9.6092 -3.5905 -23.5824 0.014
C 15.4613 -4.4753 -19.9639 -0.084
C 9.6321 -8.1112 -20.9583 -0.130
C 11.4044 -5.3154 -23.0781 -0.164
H 10.5269 -4.9077 -20.4487 0.024
O 10.0169 -2.7532 -23.4979 -0.102
H 7.7704 -7.5598 -23.0469 0.049
C 14.0599 -4.5308 -20.5860 -0.287
C 12.9785 -1.0090 -22.4448 -0.072
C 9.0208 -1.7970 -23.7957 -0.300
H 6.9603 -5.4412 -22.3135 0.093
H 10.4125 -5.3667 -22.5355 0.059
C 7.7835 -6.7949 -23.8101 -0.062
H 12.3098 -0.1969 -22.3315 0.049
H 14.4597 0.0196 -21.4265 0.087
H 11.1018 -5.2660 -24.1161 0.077
H 11.6465 -2.7248 -19.3615 0.061
H 8.9117 -4.6091 -21.0355 0.053
```

The lowest unoccupied orbital energy comes out at 0.59 eV. The HOMO-LUMO gap comes out at 9.872 eV. As for the spin multiplicity: 1. Its total energy is -1006.5164 Ha. The calculation puts the HOMO energy at -9.28 eV. The SMILES is CCO.CCO.CCO.CCO.CCO.CO.CO.